Record 1
DFT (ωB97M-V/def2-TZVPD) results for C22H26CoN5O as an isolated structure in a non-equilibrium geometry.

Structure (XYZ):
```
55
C22H26CoN5O, DFT ωB97M-V/def2-TZVPD
Co 8.59 9.24 9.15
C 5.16 8.65 8.80
C 5.85 7.34 9.25
C 6.99 6.75 8.42
N 8.32 7.23 8.94
C 9.36 6.75 8.21
C 9.32 5.87 7.16
C 10.13 5.92 6.07
C 10.66 7.19 5.52
C 10.73 8.39 6.12
C 10.85 8.64 7.56
C 10.65 7.46 8.48
N 11.45 7.40 9.47
C 11.08 7.56 10.89
C 11.19 9.07 11.30
C 9.94 9.74 11.90
N 8.83 9.97 10.98
C 7.92 10.93 11.30
C 7.99 11.64 12.50
C 7.56 12.95 12.71
C 6.70 13.73 11.97
C 5.87 13.38 10.93
C 5.79 12.10 10.40
C 6.90 11.24 10.26
N 7.19 10.54 9.17
C 6.50 10.72 7.87
C 5.63 9.49 7.61
H 4.94 9.33 9.62
H 4.11 8.43 8.50
H 5.09 6.55 9.09
H 6.11 7.32 10.30
H 6.93 7.05 7.33
H 7.10 5.67 8.59
H 8.54 5.09 6.99
H 10.26 5.10 5.39
H 10.84 7.07 4.47
H 10.87 9.33 5.52
H 11.73 9.23 7.89
H 11.88 6.94 11.42
H 10.09 7.23 11.11
H 11.38 9.67 10.38
H 12.01 9.25 11.95
H 10.30 10.69 12.31
H 9.59 9.09 12.74
H 8.48 11.15 13.33
H 7.99 13.58 13.54
H 6.57 14.75 12.30
H 5.31 14.26 10.52
H 4.90 11.73 9.98
H 7.20 10.92 7.08
H 5.89 11.63 8.10
H 6.11 8.80 6.86
H 4.66 9.76 7.04
O 10.16 10.86 7.63
N 9.65 9.67 7.80
```

The total charge is +1. The spin multiplicity is 4. Its HOMO energy (spin up / spin down) is -10.1 / -10.3 eV. The expectation value of S² is 3.88. The calculation puts the frontier orbital gap (spin up / spin down) at 4.850 / 4.881 eV. The calculated total energy is -70345.0864 eV.

These are the Löwdin partial charges, in e, on atoms 1 to 6: number 1, Co, carries 0.74; number 2, C, carries -0.20; number 3, C, carries -0.16; number 4, C, carries -0.19; number 5, N, carries 0.03; number 6, C, carries -0.21

***

Record 2
DFT (ωB97M-V/def2-TZVPD) results for a 2-piece molecular cluster, CHFNO2 overall in a non-equilibrium geometry.

Structure (XYZ):
```
6
CHFNO2, DFT ωB97M-V/def2-TZVPD
C -1.44 0.08 -0.04
N 1.24 -0.11 0.51
O -1.49 1.23 -0.20
O -1.72 -1.05 0.04
F 2.09 -0.95 -0.35
H 1.32 0.80 0.03
```

The total charge is -1. The spin multiplicity is 1. Its HOMO energy is -1.7 eV. The calculation puts the frontier orbital gap at 5.620 eV. The calculated total energy is -9354.2187 eV.

The computed Löwdin charges, all in e, follow: number 1, C, carries -0.51; number 2, N, carries -0.20; number 3, O, carries 0.11; number 4, O, carries 0.13; number 5, F, carries -0.42; number 6, H, carries -0.11

***

Record 3
DFT (ωB97M-V/def2-TZVPD) results for a 12-piece molecular cluster, C41H53N11O6S overall in a non-equilibrium geometry.

Structure (XYZ):
```
112
C41H53N11O6S, DFT ωB97M-V/def2-TZVPD
S -0.29 -0.15 -0.28
O -0.81 -1.23 -1.11
O -1.29 0.27 0.69
O 0.82 -0.66 0.42
O 0.03 1.02 -1.07
N -2.01 3.39 -1.65
C -2.05 4.54 -2.55
C -3.42 5.09 -2.56
C -4.25 4.18 -1.77
C -3.29 3.05 -1.23
H -1.22 2.76 -1.41
H -1.13 4.89 -2.96
H -3.75 5.90 -3.20
H -5.20 4.34 -1.32
H -3.59 2.14 -0.70
N 0.34 1.35 -3.70
C 1.12 2.39 -4.21
C 1.06 2.22 -5.74
C 0.23 1.10 -6.03
C -0.26 0.56 -4.76
H 0.19 1.11 -2.72
H 1.46 3.08 -3.63
H 1.52 2.87 -6.31
H -0.12 0.65 -7.10
H -0.70 -0.25 -4.46
N -2.81 -1.82 -2.56
C -3.73 -0.87 -2.96
C -4.93 -1.60 -3.65
C -4.57 -3.15 -3.47
C -3.18 -3.10 -2.85
H -2.09 -1.53 -1.93
H -3.64 0.12 -2.78
H -5.78 -0.98 -4.06
H -5.28 -4.00 -3.56
H -2.46 -3.68 -2.27
N -3.26 -1.05 1.91
C -4.17 -1.84 1.21
C -5.07 -2.29 2.33
C -4.61 -1.85 3.67
C -3.52 -0.89 3.27
H -2.59 -0.58 1.27
H -4.21 -1.77 0.16
H -5.94 -3.09 2.20
H -4.99 -1.99 4.45
H -2.94 -0.12 3.66
N -1.64 2.94 2.38
C -0.43 3.47 2.94
C -0.83 4.36 4.03
C -2.27 4.47 4.19
C -2.75 3.41 3.10
H -1.62 2.08 1.57
H 0.62 3.15 2.60
H -0.12 4.77 4.87
H -2.81 4.90 4.87
H -3.70 3.02 2.92
N 3.25 0.31 4.03
C 3.10 1.01 2.83
C 4.01 2.34 2.97
C 4.65 2.07 4.41
C 4.12 0.71 4.95
H 2.65 -0.56 4.18
H 2.59 0.63 1.95
H 3.92 3.12 2.34
H 5.37 2.64 4.86
H 4.29 0.18 5.89
N 3.32 -1.24 -0.27
C 4.43 -1.46 0.49
C 5.64 -1.64 -0.51
C 4.95 -1.69 -1.88
C 3.44 -1.51 -1.66
H 2.50 -1.08 0.15
H 4.26 -1.49 1.51
H 6.52 -1.77 -0.24
H 5.13 -1.96 -2.80
H 2.60 -1.42 -2.27
N 1.04 -1.80 2.65
C 0.40 -1.05 3.78
C 0.90 -1.82 5.01
C 1.72 -2.94 4.54
C 1.75 -2.87 2.99
H 0.82 -1.46 1.67
H -0.21 -0.20 3.62
H 0.87 -1.59 6.12
H 2.22 -3.64 5.19
H 2.22 -3.43 2.32
N 0.70 -3.34 -2.15
C 1.51 -4.23 -1.50
C 1.54 -5.43 -2.37
C 0.87 -5.16 -3.63
C 0.31 -3.65 -3.43
H 0.23 -2.54 -1.66
H 1.90 -4.34 -0.43
H 2.06 -6.49 -2.17
H 0.63 -5.72 -4.70
H -0.42 -3.20 -4.02
N 1.90 3.60 -0.64
C 3.22 3.32 -0.47
C 3.82 4.67 -0.25
C 2.71 5.72 -0.38
C 1.49 4.95 -0.68
H 1.42 2.65 -0.88
H 3.48 2.44 -0.50
H 4.87 4.91 0.03
H 2.60 6.81 -0.29
H 0.36 4.95 -0.98
C -0.98 -3.86 0.65
N -0.80 -5.30 0.51
O -1.23 -6.00 -0.41
O 0.19 -5.68 1.06
H -1.27 -3.73 1.70
H -1.62 -3.50 -0.08
H -0.01 -3.32 0.70
```

The total charge is -2. The spin multiplicity is 1. Its HOMO energy is -3.3 eV. The calculation puts the frontier orbital gap at 7.490 eV. The calculated total energy is -82866.2375 eV.

These are the Löwdin partial charges, in e, on atoms 1 to 6: number 1, S, carries 0.25; number 2, O, carries -0.36; number 3, O, carries -0.36; number 4, O, carries -0.33; number 5, O, carries -0.36; number 6, N, carries 0.00

***

Record 4
DFT (ωB97M-V/def2-TZVPD) results for C22H33B2F6IN3O10S5 as an isolated structure in a non-equilibrium geometry.

Structure (XYZ):
```
82
C22H33B2F6IN3O10S5, DFT ωB97M-V/def2-TZVPD
C 0.87 -1.19 6.06
C 1.12 -1.35 4.77
C 1.41 -1.69 3.22
C 0.12 -1.57 2.24
C -0.20 0.03 2.25
C 0.92 0.96 1.55
C 0.32 2.47 1.34
S 0.34 2.94 -0.46
C -1.20 3.84 -0.96
S -0.96 5.43 -1.55
N -2.58 3.35 -0.96
C -3.49 4.47 -0.49
C -4.91 3.90 0.11
O -4.73 3.07 1.30
C -3.37 2.51 1.35
C -2.81 2.12 -0.15
C -1.15 -2.54 2.45
C -2.33 -2.71 1.37
C -3.23 -1.41 1.05
C -4.43 -1.93 0.05
I -3.98 -1.27 -2.02
B -2.04 -2.44 3.84
O -2.81 -3.54 4.40
O -2.03 -1.18 4.58
C -3.36 -0.62 4.77
N -0.46 -3.90 2.35
C 0.47 -3.85 1.16
O 0.95 -4.86 0.55
C 0.69 -2.24 0.87
S 0.05 -1.57 -0.79
C 2.29 -2.22 0.55
B 2.64 -2.38 -1.06
O 3.21 -1.30 -1.87
O 2.42 -3.64 -1.80
H 0.57 -1.31 7.16
H 1.90 -2.74 3.22
H 2.28 -0.96 2.94
H -1.20 0.30 1.71
H -0.34 0.46 3.33
H 1.41 0.52 0.61
H 1.78 1.08 2.33
H -0.71 2.49 1.84
H 0.98 3.25 1.90
H -3.02 5.07 0.40
H -3.80 5.18 -1.36
H -5.35 3.20 -0.71
H -5.67 4.76 0.26
H -3.45 1.52 1.97
H -2.71 3.28 1.89
H -1.95 1.36 -0.12
H -3.71 1.56 -0.64
H -3.07 -3.50 1.82
H -2.02 -3.15 0.34
H -2.64 -0.63 0.41
H -3.76 -0.94 1.95
H -4.39 -3.09 0.00
H -5.46 -1.52 0.35
H -3.77 -3.40 4.26
H -4.17 -1.39 5.03
H -3.28 0.10 5.69
H -3.64 0.07 3.87
H 0.03 -4.18 3.23
H -0.67 -0.43 -0.43
H 2.86 -3.07 1.10
H 2.71 -1.19 0.84
H 2.43 -0.77 -2.16
H 2.39 -3.44 -2.77
C 5.82 1.34 -8.55
F 5.31 1.68 -9.75
F 6.31 0.08 -8.67
F 6.90 2.14 -8.35
S 4.59 1.47 -7.20
O 3.54 0.54 -7.56
O 4.20 2.87 -7.21
N 5.56 1.02 -6.02
S 4.84 1.02 -4.60
O 3.83 0.00 -4.39
O 4.53 2.33 -4.04
C 6.28 0.44 -3.63
F 7.34 1.29 -3.73
F 6.73 -0.77 -4.05
F 6.01 0.32 -2.31
```

The total charge is -1. The spin multiplicity is 1. Its HOMO energy is -6.5 eV. The calculation puts the frontier orbital gap at 7.582 eV. The calculated total energy is -128224.2981 eV.

These are the Löwdin partial charges, in e, on atoms 1 to 6: number 1, C, carries 0.07; number 2, C, carries -0.08; number 3, C, carries -0.13; number 4, C, carries -0.27; number 5, C, carries -0.13; number 6, C, carries -0.24

***

Record 5
DFT (ωB97M-V/def2-TZVPD) results for C11H23CoF5NO3P2Te as an isolated structure in a non-equilibrium geometry.

Structure (XYZ):
```
47
C11H23CoF5NO3P2Te, DFT ωB97M-V/def2-TZVPD
Co -0.13 0.01 -0.35
P 1.99 -0.69 0.04
C 2.19 -1.45 -1.54
C 1.04 -1.63 -2.34
N -0.17 -1.16 -1.82
C -1.36 -1.50 -2.37
C -1.40 -2.34 -3.46
C -0.22 -2.75 -4.09
C 0.99 -2.27 -3.60
C -2.62 -0.90 -1.77
P -2.21 0.58 -0.78
H 1.94 -2.47 -4.07
H -2.38 -2.59 -3.85
H -0.25 -3.43 -4.94
H -3.33 -0.61 -2.55
H -3.12 -1.59 -1.08
H 3.26 1.77 -2.67
H 3.16 -1.69 -2.02
H 0.71 3.18 -1.01
O 2.56 2.47 -2.61
H 2.06 2.40 -3.48
H 0.01 2.14 1.23
O 0.05 3.82 -0.74
H 0.60 4.57 -0.48
C -2.27 1.92 -2.00
H -3.22 1.88 -2.56
H -2.13 2.87 -1.46
H -1.40 1.79 -2.67
C -3.49 0.81 0.47
H -3.21 1.67 1.10
H -4.48 0.97 0.02
H -3.50 -0.07 1.13
C 2.02 -2.22 0.98
H 2.99 -2.68 0.75
H 1.88 -2.09 2.05
H 1.23 -2.87 0.58
C 3.24 0.47 0.66
H 2.90 0.85 1.64
H 4.21 -0.02 0.80
H 3.33 1.34 -0.01
F -0.68 -0.30 4.98
Te -0.35 0.64 3.18
F 0.51 2.40 3.71
F 1.50 -0.07 3.11
F -0.94 -0.94 1.93
F -2.17 1.61 3.02
O 0.09 1.16 1.13
```

The total charge is +1. The spin multiplicity is 4. Its HOMO energy (spin up / spin down) is -11.9 / -12.6 eV. The expectation value of S² is 3.81. The calculation puts the frontier orbital gap (spin up / spin down) at 8.537 / 6.622 eV. The calculated total energy is -96492.0323 eV.

These are the Löwdin partial charges, in e, on atoms 1 to 6: number 1, Co, carries 0.27; number 2, P, carries 0.87; number 3, C, carries -0.15; number 4, C, carries -0.30; number 5, N, carries 0.00; number 6, C, carries -0.28

***

Record 6
DFT (ωB97M-V/def2-TZVPD) results for C2H7N3O2 in the gas phase in a non-equilibrium geometry.

Structure (XYZ):
```
14
C2H7N3O2, DFT ωB97M-V/def2-TZVPD
C -0.39 1.81 0.28
O -0.07 0.74 -0.53
C 0.32 -0.63 -0.14
N 1.43 -1.08 0.22
N 2.34 0.13 0.08
N -1.08 -1.32 -0.14
O -2.22 -0.31 0.18
H 0.41 2.36 1.13
H -1.50 1.73 0.55
H -0.46 2.56 -0.41
H 3.21 -0.30 0.12
H 2.00 0.65 -0.74
H -1.17 -1.93 0.77
H -2.56 0.28 -0.55
```

The spin multiplicity is 1. Its HOMO energy is -9.2 eV. The structure (SMILES) is CO/C(=N\N)NO. The calculation puts the frontier orbital gap at 9.872 eV. The calculated total energy is -10746.3385 eV.

These are the Löwdin partial charges, in e, on atoms 1 to 6: number 1, C, carries -0.16; number 2, O, carries -0.18; number 3, C, carries -0.33; number 4, N, carries 0.08; number 5, N, carries 0.03; number 6, N, carries 0.05

***

Record 7
DFT (ωB97M-V/def2-TZVPD) results for C4H9FO as an isolated structure in a non-equilibrium geometry.

Structure (XYZ):
```
15
C4H9FO, DFT ωB97M-V/def2-TZVPD
C -0.92 0.31 0.97
C 0.10 0.49 -0.12
C -0.29 -0.61 -1.23
C 1.29 -0.37 0.42
H -1.85 0.72 0.37
H -0.86 -0.66 1.37
H -0.73 1.01 1.84
H -1.03 -0.01 -2.06
H -0.88 -1.70 -0.73
H 0.48 -1.18 -2.18
H -0.45 2.06 -0.25
H 2.26 0.05 -0.04
H 1.22 -0.18 1.60
O 0.47 1.81 -0.24
F 1.20 -1.75 0.28
```

The spin multiplicity is 1. Its HOMO energy is -10.1 eV. The calculation puts the frontier orbital gap at 10.863 eV. The calculated total energy is -9054.5300 eV.

These are the Löwdin partial charges, in e, on atoms 1 to 6: number 1, C, carries -0.08; number 2, C, carries -0.70; number 3, C, carries -0.10; number 4, C, carries -0.20; number 5, H, carries 0.13; number 6, H, carries 0.06

***

Record 8
DFT (ωB97M-V/def2-TZVPD) results for an isolated ion of composition C2H9N2 and charge +1 in a non-equilibrium geometry.

Structure (XYZ):
```
13
C2H9N2, DFT ωB97M-V/def2-TZVPD
N -0.04 -1.09 -1.70
C 0.20 0.15 -0.82
C -0.43 -0.15 0.51
N 0.18 0.73 1.64
H 0.65 -1.52 -2.28
H -0.85 -0.88 -2.35
H 1.31 0.18 -0.82
H -0.10 1.11 -1.29
H -1.47 0.12 0.64
H -0.42 -1.19 0.88
H -0.42 0.57 2.51
H 0.32 1.73 1.20
H 1.06 0.24 1.88
```

The total charge is +1. The spin multiplicity is 1. Its HOMO energy is -13.6 eV. The structure (SMILES) is NCC[NH3+]. The calculation puts the frontier orbital gap at 9.532 eV. The calculated total energy is -5192.4179 eV.

These are the Löwdin partial charges, in e, on atoms 1 to 6: number 1, N, carries -0.01; number 2, C, carries -0.24; number 3, C, carries -0.16; number 4, N, carries 0.15; number 5, H, carries 0.06; number 6, H, carries 0.11

***

Which of these has the highest calculated total energy? C2H9N2

***

What is the formula in the fifth record? C11H23CoF5NO3P2Te

***

Repeat the eighth record exactly.
DFT (ωB97M-V/def2-TZVPD) results for an isolated ion of composition C2H9N2 and charge +1 in a non-equilibrium geometry.

Structure (XYZ):
```
13
C2H9N2, DFT ωB97M-V/def2-TZVPD
N -0.04 -1.09 -1.70
C 0.20 0.15 -0.82
C -0.43 -0.15 0.51
N 0.18 0.73 1.64
H 0.65 -1.52 -2.28
H -0.85 -0.88 -2.35
H 1.31 0.18 -0.82
H -0.10 1.11 -1.29
H -1.47 0.12 0.64
H -0.42 -1.19 0.88
H -0.42 0.57 2.51
H 0.32 1.73 1.20
H 1.06 0.24 1.88
```

The total charge is +1. The spin multiplicity is 1. Its HOMO energy is -13.6 eV. The structure (SMILES) is NCC[NH3+]. The calculation puts the frontier orbital gap at 9.532 eV. The calculated total energy is -5192.4179 eV.

These are the Löwdin partial charges, in e, on atoms 1 to 6: number 1, N, carries -0.01; number 2, C, carries -0.24; number 3, C, carries -0.16; number 4, N, carries 0.15; number 5, H, carries 0.06; number 6, H, carries 0.11

***

Look up the calculated total energy of the eighth one. -5192.4179 eV